[1]
Computed, not measured: a structure of composition C33H20Br2NO6PV at a distorted geometry, with wB97M-V/def2-TZVPD.

```
64
Properties=species:S:1:pos:R:3:forces:R:3
V 13.44531 10.61277 11.99480 -0.6 -0.6 -0.3
O 17.66922 14.85210 12.94949 0.2 0.0 -0.3
C 16.88631 14.03354 12.60766 -1.4 0.1 0.5
C 15.36220 14.30395 12.13371 0.2 1.0 -1.1
O 14.87246 15.32422 11.68804 0.7 -1.3 0.9
C 14.78365 12.94954 12.15466 -0.1 -0.6 0.0
C 15.69706 11.97685 12.40525 0.4 -0.3 0.5
O 15.29387 10.72200 12.32482 -0.8 0.4 -0.3
C 17.02597 12.48194 12.73470 1.1 0.5 -0.3
O 18.04726 11.90830 12.99687 -0.5 0.0 0.0
O 13.58319 12.46188 11.85081 -0.1 0.5 -0.4
C 12.28741 12.83261 9.19448 -0.3 -0.8 0.6
C 11.89965 11.37867 9.03002 0.3 -0.1 2.2
C 11.10920 10.95947 7.95580 0.5 1.3 -1.5
C 10.97644 9.63614 7.66534 -0.1 -0.4 -0.6
C 11.58097 8.68353 8.53200 -1.4 -0.9 -1.7
C 11.40864 7.25147 8.40404 -0.2 0.5 0.1
Br 10.25613 6.77796 6.99888 0.1 -0.9 -0.2
C 11.85002 6.36228 9.34694 0.5 2.7 0.3
C 12.49735 6.91837 10.51158 0.1 -0.8 -0.3
Br 13.06887 5.71202 11.85572 -0.1 0.4 -0.3
C 12.67084 8.26156 10.64858 -0.4 0.0 -0.1
O 13.14476 8.88519 11.74152 0.6 -0.2 -0.3
C 12.19467 9.15453 9.64261 0.9 0.8 2.5
N 12.32374 10.47969 9.99749 0.0 1.0 -2.3
H 11.80962 13.28370 10.06281 -0.1 -0.1 0.1
H 12.05671 13.45142 8.34772 -0.1 0.0 -0.5
H 13.34495 12.84390 9.38899 0.5 0.3 0.0
H 10.80878 11.74242 7.19167 0.2 -1.1 1.2
H 10.44946 9.36530 6.72553 0.5 0.0 1.0
H 11.67867 5.33335 9.31133 -0.3 -1.4 -0.2
C 8.24763 14.31107 12.46756 -1.4 1.0 -0.7
C 7.80142 13.02360 12.65470 -0.7 0.7 -0.2
C 8.64216 11.98549 12.71707 1.5 -1.7 0.9
C 10.02426 12.20047 12.65347 0.2 0.6 0.2
C 10.49530 13.51552 12.60687 0.4 0.0 -1.2
C 9.57003 14.58051 12.45380 1.6 -2.0 0.7
P 11.09104 10.75235 12.73754 -0.7 0.0 -0.4
C 10.07927 9.35138 12.19665 1.3 -1.1 0.9
C 10.26226 8.15116 12.93396 0.4 1.2 0.6
C 9.77546 6.93615 12.53462 0.3 0.1 -0.7
C 9.20512 6.83667 11.28129 -0.2 0.1 1.2
C 9.05013 8.00961 10.58758 -1.2 0.0 -3.0
C 9.46846 9.25689 10.95923 0.0 0.6 1.4
C 11.75426 10.37500 14.32428 1.3 2.0 -2.2
C 11.27563 10.26140 15.57370 1.8 -0.7 1.9
C 12.23624 10.09749 16.59040 0.7 -0.2 -0.5
C 13.62270 10.11404 16.26415 -0.9 -0.1 0.9
C 14.05772 10.34231 14.97166 1.6 0.6 -0.9
C 13.11534 10.58133 13.97051 -0.8 -1.5 1.3
H 7.53887 15.12010 12.22212 0.3 -0.5 0.5
H 6.78243 12.82311 12.74894 -1.6 -0.1 0.0
H 8.30803 10.98469 12.97760 -0.3 0.1 -0.4
H 11.58255 13.66135 12.46448 -0.7 0.2 0.4
H 9.89855 15.56230 12.38874 0.7 1.6 -0.3
H 10.85193 8.15078 13.84535 -0.1 0.2 0.0
H 9.97958 6.06545 13.11022 0.0 -0.5 0.5
H 8.84188 5.86593 10.99555 -0.1 0.0 -0.7
H 8.61567 8.00205 9.58599 -0.2 -0.4 0.2
H 9.26297 10.17200 10.41399 0.0 -0.3 -0.4
H 10.25223 10.22883 15.76427 -1.6 -0.1 0.4
H 11.91752 9.87694 17.60796 0.1 0.3 -0.2
H 14.38396 9.96600 17.04220 -0.5 0.0 -0.3
H 15.15151 10.36674 14.71790 -1.2 -0.1 0.5
```
Forces are in eV/Å.

Results
* 2S+1: 1
* E: -223374.1851 eV
* charge: +1
* gap between HOMO and LUMO (alpha / beta): 0.241 / 0.241 hartree
* HOMO energy (alpha / beta): -11.540 / -11.540 eV

[2]
Computed, not measured: an isolated molecule of C6H8 at a distorted geometry, with wB97M-V/def2-TZVPD.

```
14
Properties=species:S:1:pos:R:3:forces:R:3
C -0.42224 -1.52230 -0.50694 4.1 2.2 1.1
C 0.76086 -0.20061 0.03504 -0.1 -5.2 -2.3
C -1.60362 -0.77177 -0.33612 -1.1 0.3 5.0
C -1.50479 0.56407 0.41101 2.6 0.2 0.1
C 0.04701 0.73204 0.52837 -4.1 2.6 1.2
C 2.22598 -0.45664 0.09040 0.4 3.0 -1.4
H -1.79209 -0.68121 -1.31324 -1.3 0.6 -4.5
H -2.39338 -1.40315 0.08568 -0.2 -0.1 -0.4
H -1.90095 1.47739 -0.06793 -0.3 -0.6 0.2
H -1.73136 0.53678 1.48756 -1.0 -0.2 -0.5
H 0.18463 1.62386 1.13971 1.2 -0.1 -0.3
H 2.52173 -0.25853 1.09089 0.7 0.4 0.9
H 2.84928 0.20109 -0.64715 -1.2 -0.9 1.4
H 2.52677 -1.41718 -0.12032 0.2 -2.4 -0.6
```
Forces are in eV/Å.

Results
* 2S+1: 1
* E: -6345.9427 eV
* gap between HOMO and LUMO: 0.323 hartree
* HOMO energy: -8.549 eV
* ΔE to the lowest compared entry with this formula, charge and spin: 111.64 kcal per mole

[3]
Computed, not measured: the ion C5H12NO with charge -1 at a distorted geometry, with wB97M-V/def2-TZVPD.

```
19
Properties=species:S:1:pos:R:3:forces:R:3
C 0.15398 0.00112 -2.21914 -0.5 0.4 0.2
C 0.49735 0.65813 -0.85908 -0.3 -1.3 0.2
C -0.42515 0.13450 0.28377 1.1 -1.0 -1.1
C -1.64138 1.01995 0.46346 -0.3 0.3 1.4
N 0.34886 -0.00727 1.52148 -0.5 0.4 0.2
C 1.30618 -1.23624 1.49661 0.0 -0.7 -0.3
O 1.46054 -1.85046 0.33275 0.1 0.4 -0.1
H -0.20159 0.73999 -2.94189 0.1 -0.1 -0.2
H -0.63778 -0.73862 -2.09435 -0.2 0.1 0.0
H 0.98612 -0.57570 -2.61804 0.2 0.3 -0.1
H 0.45504 1.74657 -0.85709 0.2 0.1 -0.2
H 1.47979 0.25895 -0.62740 0.2 0.5 0.3
H -0.64305 -0.90259 -0.02342 -0.5 0.3 -0.1
H -1.34028 2.06323 0.33551 -0.2 0.0 0.0
H -2.56823 0.84653 -0.08424 0.4 -0.3 -0.7
H -1.98059 0.91818 1.50688 0.1 0.2 0.0
H -0.34398 -0.29073 2.20494 0.0 0.2 0.2
H 2.24625 -0.81996 1.93814 -0.1 -0.2 0.1
H 0.84792 -1.96558 2.24111 0.2 0.5 0.3
```
Forces are in eV/Å.

Results
* SMILES: CC[C@H](C)NC[O-]
* 2S+1: 1
* E: -8916.2939 eV
* charge: -1
* gap between HOMO and LUMO: 0.236 hartree
* HOMO energy: -2.332 eV
* ΔE to the lowest compared entry with this formula, charge and spin: 17.75 kcal per mole

[4]
Computed, not measured: an isolated molecule of C5H6O, with wB97M-V/def2-TZVPD.

```
12
Properties=species:S:1:pos:R:3:forces:R:3
C -1.96906 0.66038 1.32116 -0.1 0.0 0.0
C -0.63129 0.22956 0.91649 0.4 -0.1 -0.2
C 0.44644 -0.12564 0.50901 -0.6 0.2 0.1
C 1.58931 -0.52138 -0.31152 0.0 0.0 0.0
C 1.17075 -0.39471 -1.77701 0.5 0.0 -0.5
O 1.94380 -0.20642 -2.68239 -0.4 -0.1 0.5
H -1.98361 1.06469 2.33805 0.0 -0.1 -0.2
H -2.67043 -0.18012 1.27086 0.1 0.2 0.1
H -2.32720 1.44006 0.63875 0.1 -0.1 0.2
H 1.87094 -1.56824 -0.13016 -0.1 0.1 0.0
H 2.48283 0.08900 -0.14256 -0.2 -0.1 0.0
H 0.07753 -0.48718 -1.95069 0.2 0.0 0.0
```
Forces are in eV/Å.

Results
* SMILES: CC#CCC=O
* 2S+1: 1
* E: -7327.5763 eV
* gap between HOMO and LUMO: 0.388 hartree
* HOMO energy: -9.682 eV
* ΔE to the lowest compared entry with this formula, charge and spin: 39.39 kcal per mole